# 1
Here is a molecular structure, C75H100N2O39 at a distorted geometry from the OMol25 dataset. Energies are from the ωB97M-V functional and the def2-TZVPD basis.

Positions of all 216 atoms, in Å:
C (-0.8783, 1.1193, -3.2566)
O (-0.7643, 0.6438, -1.9466)
C (-0.2443, -0.6561, -1.8672)
C (-0.1322, -1.0658, -0.3622)
N (0.4692, 0.0916, 0.2934)
C (0.3090, -0.0702, 1.7357)
C (0.7187, 1.1944, 2.4743)
O (-0.3433, 2.1424, 2.5039)
C (-1.0937, 2.1874, 3.6952)
H (-1.4276, 2.0518, -3.3809)
H (-1.3647, 0.3691, -3.8922)
H (0.0805, 1.3286, -3.7520)
H (0.7482, -0.7281, -2.3289)
H (-0.8799, -1.3952, -2.3675)
H (0.5276, -1.9157, -0.2109)
H (-1.1670, -1.2549, -0.0488)
H (-0.1146, 0.8710, -0.0015)
H (0.8236, -0.9866, 2.0232)
H (-0.7247, -0.2248, 2.0877)
H (1.5755, 1.5985, 1.9247)
H (1.2321, 1.0727, 3.4309)
H (-0.3989, 2.1530, 4.5406)
H (-1.8956, 1.4518, 3.7825)
H (-1.5372, 3.1850, 3.7782)
C (4.9572, 1.9895, 3.9662)
O (3.9683, 1.5011, 3.0715)
C (4.4264, 1.1352, 1.7869)
C (4.3950, -0.3902, 1.7720)
N (4.6736, -0.9068, 0.4166)
C (3.3907, -1.0019, -0.3299)
C (3.4438, -1.9459, -1.4946)
O (4.1201, -3.1362, -1.0395)
C (4.5725, -3.9789, -2.0743)
H (5.5117, 1.0951, 4.2820)
H (4.5373, 2.4427, 4.8604)
H (5.6402, 2.6732, 3.4572)
H (5.4400, 1.4983, 1.5909)
H (3.7246, 1.6050, 1.0926)
H (3.4779, -0.8348, 2.1714)
H (5.2191, -0.7404, 2.4009)
H (4.9122, -1.8950, 0.4324)
H (3.0804, -0.0101, -0.6653)
H (2.6199, -1.3040, 0.3880)
H (3.9478, -1.5653, -2.3936)
H (2.5124, -2.3037, -1.9520)
H (5.5088, -3.6513, -2.5356)
H (3.8246, -4.0799, -2.8664)
H (4.7715, -4.9615, -1.6474)
C (2.2173, -1.7216, -5.4753)
C (0.8286, -1.6118, -5.4275)
C (0.0538, -2.7505, -5.6676)
C (0.6943, -3.9514, -5.9493)
C (2.0659, -4.0415, -6.1166)
C (2.8444, -2.9143, -5.8187)
O (4.2076, -3.0095, -5.9367)
O (-1.3000, -2.5867, -5.6824)
H (2.7447, -0.8241, -5.1727)
H (0.4408, -0.6650, -5.0809)
H (0.0810, -4.8175, -6.1771)
H (2.6199, -4.9579, -6.2660)
H (4.6021, -2.3017, -6.4516)
H (-1.7699, -3.0556, -6.3780)
C (3.7647, 2.3168, -7.4099)
C (5.0477, 2.6426, -7.0631)
C (5.4671, 2.5956, -5.7363)
C (4.5602, 2.3180, -4.7368)
C (3.2579, 1.9476, -5.1320)
C (2.7988, 2.0796, -6.4417)
O (1.5938, 1.5150, -6.7323)
O (6.7714, 2.8582, -5.4421)
H (3.4243, 2.3300, -8.4416)
H (5.8422, 2.7404, -7.7962)
H (4.8126, 2.0409, -3.7243)
H (2.5741, 1.7379, -4.3160)
H (1.4619, 1.2249, -7.6371)
H (7.3018, 2.6746, -6.2241)
C (-2.3274, -6.0187, -0.3179)
C (-1.3557, -5.1108, -0.7238)
C (-1.4170, -4.6249, -2.0207)
C (-2.5249, -4.9482, -2.8121)
C (-3.4378, -5.9068, -2.3922)
C (-3.3137, -6.5378, -1.1353)
O (-4.2413, -7.3884, -0.6376)
O (-0.4267, -3.8486, -2.5469)
H (-2.1539, -6.4393, 0.6662)
H (-0.4723, -4.8061, -0.1823)
H (-2.7241, -4.6150, -3.8234)
H (-4.2596, -6.1373, -3.0616)
H (-5.0432, -7.4675, -1.1579)
H (0.0744, -4.2498, -3.2618)
C (-4.1169, -1.9866, 1.9429)
C (-3.1512, -2.9376, 2.0351)
C (-3.4010, -4.1961, 2.5731)
C (-4.6911, -4.5025, 2.9876)
C (-5.7280, -3.5570, 2.8534)
C (-5.4139, -2.3202, 2.2995)
O (-6.3879, -1.3871, 2.1712)
O (-2.2742, -4.9471, 2.8116)
H (-3.8412, -1.0281, 1.5282)
H (-2.1704, -2.7663, 1.6045)
H (-4.8231, -5.4683, 3.4639)
H (-6.7277, -3.7132, 3.2296)
H (-6.0734, -0.6183, 1.6562)
H (-2.4031, -5.7604, 3.3070)
C (2.8215, 4.6370, 0.7656)
C (4.1030, 4.3481, 0.3054)
C (4.2441, 3.4153, -0.7089)
C (3.1434, 2.7451, -1.2088)
C (1.8764, 2.9306, -0.6556)
C (1.7420, 3.8541, 0.4032)
O (0.5017, 4.0012, 0.9510)
O (5.5098, 3.1161, -1.1497)
H (2.7854, 5.3812, 1.5518)
H (4.9336, 4.8303, 0.8003)
H (3.1456, 2.0084, -2.0049)
H (1.0136, 2.3862, -1.0101)
H (0.2865, 3.2929, 1.6116)
H (5.5755, 2.1739, -1.3398)
C (1.8173, -5.6902, 3.9586)
C (0.8581, -4.8947, 3.3694)
C (1.0884, -4.2377, 2.1517)
C (2.3092, -4.3717, 1.5089)
C (3.3462, -5.0724, 2.1570)
C (3.0115, -5.8780, 3.2302)
O (4.0308, -6.5448, 3.9259)
O (0.0684, -3.4543, 1.6504)
H (1.7673, -6.2590, 4.8770)
H (-0.1066, -4.8827, 3.8633)
H (2.5487, -3.8299, 0.6051)
H (4.3316, -5.0562, 1.7138)
H (3.6258, -6.9413, 4.7001)
H (-0.6661, -3.9022, 2.0907)
C (-3.9517, 3.6864, 3.8197)
C (-3.7587, 4.7563, 4.7115)
C (-2.7558, 4.6733, 5.6819)
C (-1.9852, 3.5220, 5.7623)
C (-2.1562, 2.4895, 4.8999)
C (-3.1342, 2.5787, 3.9197)
O (-3.3980, 1.4469, 3.1861)
O (-2.6422, 5.6744, 6.6033)
H (-4.7691, 3.6935, 3.1100)
H (-4.3569, 5.6549, 4.6452)
H (-1.2362, 3.4792, 6.5463)
H (-1.4725, 1.6511, 4.8403)
H (-4.2722, 1.4625, 2.7819)
H (-3.0473, 6.5062, 6.3512)
C (-5.1659, -2.2097, -1.8858)
C (-3.9524, -1.5919, -2.5853)
O (-4.4442, -0.3561, -3.1081)
C (-5.7754, -0.2903, -2.9551)
O (-6.4282, 0.5988, -3.4222)
O (-6.2170, -1.2579, -2.1482)
H (-5.0875, -2.3297, -0.8086)
H (-5.4130, -3.1536, -2.3713)
H (-3.4907, -2.1787, -3.3780)
H (-3.1665, -1.4005, -1.8516)
C (-2.3891, 2.2029, 0.0304)
C (-2.3011, 1.1403, -1.0761)
O (-3.3385, 0.2641, -0.6587)
C (-4.2327, 0.9501, 0.0705)
O (-5.2058, 0.4705, 0.5838)
O (-3.7933, 2.2066, 0.2616)
H (-1.9751, 3.1179, -0.3847)
H (-1.9139, 1.8318, 0.9400)
H (-1.3269, 0.6570, -1.0127)
H (-2.4356, 1.5172, -2.0898)
C (-2.0474, 1.0484, 8.0549)
C (-1.1592, 0.2389, 9.0729)
O (0.1223, 0.6052, 8.6012)
C (0.1237, 1.4543, 7.5669)
O (1.0630, 1.9069, 6.9982)
O (-1.1559, 1.7469, 7.1864)
H (-2.5906, 1.8857, 8.4981)
H (-2.7224, 0.3684, 7.5396)
H (-1.3919, -0.8139, 8.9408)
H (-1.3196, 0.6056, 10.0835)
C (-4.1546, -0.0688, -6.3702)
C (-2.6426, 0.2655, -6.4862)
O (-2.7025, 1.3510, -7.3956)
C (-3.8460, 1.2968, -8.1237)
O (-4.0652, 1.9583, -9.0890)
O (-4.7687, 0.5471, -7.5215)
H (-4.5885, 0.2181, -5.4185)
H (-4.3505, -1.1109, -6.6327)
H (-2.1061, -0.6369, -6.7658)
H (-2.3341, 0.6069, -5.5003)
C (0.1505, 5.1349, 2.0699)
C (1.1902, 6.2454, 2.2098)
O (0.3644, 7.3975, 2.3948)
C (-0.7816, 6.9905, 3.0086)
O (-1.6458, 7.7082, 3.3978)
O (-0.8441, 5.6532, 2.9700)
H (0.5296, 4.2132, 2.5038)
H (-0.2840, 5.0372, 1.0787)
H (1.6752, 6.4369, 1.2469)
H (2.0130, 6.2705, 2.9246)
C (1.6528, -2.4409, 6.3231)
C (2.0114, -2.1343, 4.8230)
O (0.8924, -1.3736, 4.4053)
C (-0.0472, -1.2650, 5.3744)
O (-1.0924, -0.7229, 5.2286)
O (0.3873, -1.8445, 6.5021)
H (2.4869, -2.0108, 6.8731)
H (1.5018, -3.5028, 6.5131)
H (1.9600, -3.0548, 4.2420)
H (2.9854, -1.6568, 4.8847)
C (1.1344, 4.8469, -3.5864)
C (0.3954, 6.1458, -4.0206)
O (-0.7880, 6.1235, -3.2552)
C (-1.0422, 4.8263, -2.9416)
O (-2.1261, 4.3992, -2.6525)
O (0.0126, 4.0728, -3.1290)
H (1.7885, 5.1111, -2.7552)
H (1.6628, 4.2488, -4.3229)
H (0.2935, 6.2498, -5.1018)
H (1.0997, 6.9305, -3.7387)

For the LUMO energy, the calculation gives -0.19 eV. The calculation puts the molar mass at 1653.60 g mol⁻¹. As for the net charge: 0. The value obtained for the highest occupied orbital energy is -6.4 eV. As for the gap between HOMO and LUMO: 0.226 Ha. The calculation puts the total energy at -5960.71128 hartree.

# 2
Here is 3 unconnected molecules or ions with the total composition C5H10O2 at a distorted geometry from the OMol25 dataset. Energies are from the ωB97M-V functional and the def2-TZVPD basis.

Positions of all 17 atoms, in Å:
O (2.3128, 1.2783, -0.1393)
C (3.1125, 0.3198, 0.0150)
O (2.8758, -0.7086, 0.6787)
C (-1.9649, 0.3760, -1.7148)
C (-2.3386, -0.1035, -0.4456)
C (-1.5955, -0.0272, 0.7777)
C (-0.1549, 0.6863, 0.8171)
H (4.1343, 0.3600, -0.4451)
H (-2.4065, -0.1980, -2.6171)
H (-1.2422, 1.1924, -1.9949)
H (0.9274, -2.4328, 0.6572)
H (-3.3433, -0.4933, -0.4265)
H (0.8181, -1.8652, 1.0662)
H (-2.0088, -0.7870, 1.4677)
H (0.2999, 0.5561, -0.1153)
H (0.5962, 0.0824, 1.4081)
H (-0.0224, 1.7644, 1.0111)

For the LUMO energy, the calculation gives -3.85 eV. The calculation puts the molar mass at 102.13 g mol⁻¹. As for the net charge: 0. The value obtained for the highest occupied orbital energy is -7.7 eV. As for the gap between HOMO and LUMO: 0.142 Ha. For the energy above the lowest of the compared OMol25 structures with the same formula, charge and spin, the calculation gives 177.0 kcal per mole. The calculation puts the total energy at -346.74334 hartree.

Question: Which of these has the lowest molar mass?
Answer: C5H10O2

Question: Which of these has the highest molar mass?
Answer: C75H100N2O39

Question: What is the net charge in the first record?
Answer: 0